Molecular formula: C40H85BNO15P2
Method: DFT, ωB97M-V with the def2-TZVPD basis set

E_HOMO	-11.26	eV
HOMO-LUMO gap	6.65	eV
charge	+1

XYZ file:
```
144
Properties=species:S:1:pos:R:3:forces:R:3
C 1.2534 -2.2632 0.1263 0.14 -0.36 -0.44
C 0.5684 -1.4612 -0.4477 -0.62 0.11 0.60
N -0.3016 -0.4525 -0.8641 0.51 0.55 -0.46
C -1.6512 -0.5345 -0.7101 -1.88 -1.11 -0.07
C -2.1828 -1.8047 -0.0253 -0.14 0.55 0.33
C -2.1597 -1.4730 1.5265 1.36 -0.35 -0.61
C -1.9335 -2.7240 2.4204 -0.90 0.94 1.14
C -1.8550 -2.2039 3.9101 0.03 0.70 -0.80
C -0.4865 -1.5138 4.2309 -0.37 0.08 -0.25
O 0.3984 -2.3222 4.9927 -0.38 1.11 0.02
C 0.5358 -1.8331 6.3390 0.77 -0.76 0.40
C 1.8699 -2.4408 6.9056 -0.73 0.89 0.17
C -2.5379 0.5012 -1.1164 1.79 0.94 -0.60
B -4.1421 0.4185 -0.9314 -0.61 0.18 0.91
O -4.9044 -0.6967 -1.2069 0.76 0.54 -0.72
O -4.8050 1.5215 -0.4264 0.83 -0.40 -1.45
C -5.8659 1.9746 -1.3131 -0.98 0.29 0.64
C -1.9243 1.6803 -1.7101 0.84 -0.65 -0.03
C -2.7285 2.9002 -2.2083 -0.39 -0.11 0.13
O -3.2114 3.6562 -1.4254 0.30 -0.06 -0.15
O -2.8124 3.0897 -3.5723 0.19 -0.72 0.74
C -0.4900 1.7650 -1.8492 -0.97 -1.20 0.75
O 0.1856 2.8231 -2.3601 -0.41 -0.28 0.21
C 0.2589 3.9753 -1.4605 -0.54 0.08 1.10
C 0.6041 3.6239 0.0224 0.43 1.54 0.81
C 1.6568 4.6991 0.5275 0.45 -1.51 -0.45
C -0.6387 3.7540 0.9580 -0.36 0.63 0.58
C -0.3774 3.2856 2.4292 -0.54 -0.74 0.05
C -1.1800 5.2437 1.0327 -0.18 -0.58 -0.23
C 0.2732 0.6561 -1.4256 0.73 1.37 -1.19
P 2.1294 0.7279 -1.6028 0.00 -0.37 1.44
P 2.6947 -0.6145 -3.2236 -0.04 -1.70 -2.70
O 3.5378 0.0357 -4.2370 0.39 0.28 1.00
O 1.3443 -1.1653 -4.0202 1.52 0.00 1.90
O 3.4470 -1.9463 -2.5354 -1.62 1.98 -0.22
H 1.8928 -3.0622 0.4975 -0.45 0.65 -0.15
H -3.2121 -2.0460 -0.3545 0.66 0.35 0.24
H -1.5718 -2.6970 -0.2679 -0.10 0.64 0.29
H -3.0245 -0.8460 1.8256 0.26 -0.59 -0.21
H -1.2599 -0.8198 1.6587 -0.62 -0.30 0.12
H -0.9937 -3.2451 2.1457 -0.69 0.11 0.01
H -2.8299 -3.3691 2.3550 0.75 -0.02 -0.28
H -2.1454 -2.9796 4.6416 0.52 0.31 -0.31
H -2.6286 -1.4010 3.9865 0.33 -0.63 0.07
H -0.6949 -0.5368 4.7290 0.29 -0.69 -0.08
H 0.0504 -1.2404 3.2871 -0.41 -0.32 0.45
H -0.3596 -2.1627 6.9190 0.60 0.22 -0.20
H 0.6262 -0.7298 6.4036 -0.26 -0.68 -0.45
H 1.6190 -3.0139 7.8159 0.56 0.05 -0.51
H 2.5386 -1.5922 7.1718 -0.36 -0.65 -0.01
H 2.3873 -3.0356 6.1325 -0.45 0.06 0.49
H -4.4958 -1.2810 -1.8616 -0.15 -0.09 0.30
H -6.8136 1.8549 -0.7467 0.44 -0.01 -0.67
H -5.7520 3.0570 -1.5373 0.23 -0.72 0.22
H -5.8904 1.3918 -2.2589 -0.11 0.31 0.63
H -3.6144 2.6655 -3.9194 0.15 0.19 -0.02
H -0.7547 4.4338 -1.4603 0.86 0.07 -0.18
H 1.0259 4.6744 -1.8417 -0.57 -0.62 -0.31
H 1.1230 2.6464 0.1519 -0.56 0.40 -0.24
H 1.3406 5.7339 0.3159 0.22 -0.51 0.23
H 1.8636 4.5145 1.6006 -0.26 0.50 -0.56
H 2.6134 4.4537 0.0079 -0.54 0.59 0.24
H -1.4902 3.1526 0.5744 0.55 0.20 0.02
H -0.9340 2.3317 2.5854 0.56 0.47 0.08
H 0.6821 3.1094 2.6962 -0.48 0.11 -0.30
H -0.7965 3.9928 3.1767 0.30 -0.37 -0.56
H -2.2832 5.1866 1.1325 0.59 0.20 -0.03
H -0.9501 5.8305 0.1222 -0.19 -0.20 0.52
H -0.7952 5.7738 1.9276 -0.05 -0.27 -0.67
H 2.5094 2.0243 -2.0466 -0.69 -0.57 -0.50
H 1.6595 -1.8540 -4.6468 -0.36 -0.06 0.24
H 3.8868 -1.6860 -1.7078 0.03 -0.08 -0.25
C -3.9656 3.6631 3.4400 0.29 0.25 0.15
C -5.3797 3.9006 2.9522 0.23 -0.41 -0.34
C -6.1096 2.5859 2.7732 -0.35 -0.16 0.00
O -5.3480 4.5993 1.7075 -0.08 0.25 0.06
H -3.4066 3.0669 2.7105 -0.08 -0.09 0.01
H -3.4378 4.6134 3.5459 -0.03 -0.02 0.06
H -3.9494 3.1452 4.4012 0.01 -0.01 -0.04
H -5.9149 4.5346 3.6611 -0.01 0.11 -0.16
H -5.5951 1.9717 2.0279 0.07 -0.01 0.07
H -7.1242 2.7536 2.4067 0.01 0.03 0.07
H -6.1673 2.0261 3.7091 0.00 0.00 -0.03
H -4.8754 4.0483 1.0708 -0.01 -0.01 0.05
C -3.7273 -6.9945 -0.8661 0.21 -0.13 0.08
C -4.1026 -6.0230 0.2412 -0.30 0.03 -0.66
C -5.5298 -5.5245 0.0798 -0.07 0.11 0.24
O -3.2026 -4.9097 0.2265 0.22 0.14 0.30
H -3.7878 -6.5094 -1.8452 -0.14 0.02 0.03
H -2.6980 -7.3362 -0.7435 -0.05 -0.03 0.06
H -4.3856 -7.8646 -0.8681 0.02 0.03 -0.04
H -3.9920 -6.5114 1.2107 0.16 0.17 0.03
H -5.6497 -4.9908 -0.8683 0.03 -0.13 -0.07
H -5.7824 -4.8207 0.8752 0.00 -0.08 0.03
H -6.2420 -6.3504 0.1060 0.00 0.04 -0.03
H -3.2922 -4.4714 -0.6272 -0.08 -0.17 -0.03
C 1.4754 2.0800 -8.6860 0.02 0.07 -0.25
C 2.3158 2.9411 -7.7557 -0.47 -0.42 0.35
C 2.7957 2.1475 -6.5507 0.19 0.12 0.00
O 1.5459 4.0602 -7.3150 0.19 0.28 -0.12
H 0.5834 1.7095 -8.1713 0.09 -0.05 0.09
H 1.1298 2.6642 -9.5406 0.07 -0.01 0.01
H 2.0446 1.2247 -9.0552 -0.04 0.00 0.01
H 3.1750 3.3376 -8.2997 -0.10 0.18 0.04
H 1.9474 1.7795 -5.9654 -0.02 -0.09 -0.11
H 3.3886 2.7794 -5.8870 0.04 -0.03 -0.06
H 3.4039 1.2941 -6.8537 -0.04 -0.01 0.09
H 0.7832 3.7221 -6.8329 0.05 -0.02 -0.04
C 2.4796 2.1500 9.1290 0.13 -0.18 0.10
C 2.4237 2.0132 7.6160 -0.42 0.47 0.34
C 2.1652 3.3550 6.9485 0.08 0.01 -0.24
O 1.3892 1.0934 7.2568 0.18 -0.12 -0.17
H 1.5288 2.5236 9.5203 0.03 0.11 -0.08
H 2.6555 1.1789 9.5950 0.06 0.03 -0.04
H 3.2739 2.8328 9.4349 -0.04 0.00 0.02
H 3.3639 1.5966 7.2502 -0.14 -0.16 -0.07
H 1.2039 3.7684 7.2679 0.06 0.00 0.13
H 2.1176 3.2403 5.8636 0.07 -0.02 0.03
H 2.9501 4.0739 7.1894 -0.05 0.01 0.00
H 0.5517 1.4506 7.5752 0.08 0.03 0.04
C 8.8354 -0.7383 -4.0336 0.22 0.06 0.07
C 7.8452 -1.0949 -2.9365 -0.23 0.19 -0.63
C 6.7770 -2.0487 -3.4428 -0.05 -0.16 0.07
O 7.2231 0.0954 -2.4473 -0.01 -0.03 0.38
H 8.3295 -0.2401 -4.8657 -0.07 -0.12 0.00
H 9.5889 -0.0442 -3.6581 0.00 -0.07 0.03
H 9.3397 -1.6279 -4.4155 -0.01 0.03 -0.02
H 8.3763 -1.5488 -2.0977 -0.08 0.18 0.10
H 6.2011 -1.5946 -4.2544 0.09 0.02 -0.03
H 6.0695 -2.2836 -2.6462 0.09 -0.09 0.01
H 7.2198 -2.9774 -3.8085 -0.05 0.00 0.01
H 6.7507 0.5043 -3.1827 0.04 -0.06 -0.01
C 3.1177 -5.1221 -2.9113 0.47 0.14 0.31
C 1.7010 -4.8504 -3.3499 0.11 -0.68 -0.03
C 0.8958 -6.1334 -3.4904 -0.26 0.06 0.04
O 1.7214 -4.1645 -4.5916 -0.21 0.72 -0.35
H 3.6483 -5.7409 -3.6407 -0.13 -0.11 0.03
H 3.6701 -4.1839 -2.8275 -0.08 -0.17 0.02
H 3.1401 -5.6313 -1.9450 0.04 -0.05 -0.04
H 1.2163 -4.1915 -2.6242 -0.04 0.15 -0.18
H 1.3391 -6.7888 -4.2451 0.10 0.00 0.09
H -0.1219 -5.9135 -3.8187 0.02 0.02 0.06
H 0.8480 -6.6753 -2.5442 0.02 -0.02 -0.04
H 2.1440 -4.7354 -5.2439 -0.01 0.03 0.03
```
Positions in Å, forces in eV/Å.